[1]
A structure of composition C30H25AsMoN2O11S2, computed with ωB97M-V/def2-TZVPD.

```
72
C30H25AsMoN2O11S2 ωB97M-V/def2-TZVPD
Mo 0.00799 -0.02758 0.02084
C -4.94655 -0.04555 3.19534
C -4.30198 -0.05194 4.58244
C -4.79154 -1.30584 5.32098
C -4.79131 1.19546 5.33270
C -2.77982 -0.05114 4.52858
C -2.04193 -0.05334 5.72661
C -0.66498 -0.04775 5.73762
C 0.00450 -0.03973 4.51776
S 1.70818 -0.02486 4.20540
C 1.39168 -0.02088 2.50411
N 0.12022 -0.03066 2.18793
C -0.69705 -0.04057 3.31412
C -2.09309 -0.04656 3.33094
C 2.46789 -0.01010 1.51837
C 3.80817 -0.00210 1.90503
C 4.80386 0.00236 0.94461
C 4.47234 -0.00136 -0.40426
C 3.13952 -0.00733 -0.80337
C 2.12462 -0.00940 0.13734
H -6.03293 -0.04490 3.29128
H -4.66789 -0.92643 2.61343
H -4.66655 0.84354 2.62340
H -5.88276 -1.33834 5.33396
H -4.44965 -1.32806 6.35684
H -4.43069 -2.21233 4.83118
H -5.88249 1.22808 5.34590
H -4.43052 2.10660 4.85146
H -4.44952 1.20888 6.36874
H -2.55946 -0.05730 6.67719
H -0.12003 -0.04724 6.67207
H -2.61608 -0.04583 2.39156
H 4.09592 -0.00022 2.95147
H 5.84253 0.00804 1.24783
H 5.25952 0.00130 -1.14862
H 2.88472 -0.00992 -1.85634
O -0.71960 1.34494 -4.53536
As -1.26544 0.56360 -3.08980
O -1.97143 1.94123 -2.35010
O 0.03705 0.00272 -2.21839
C -2.66150 -0.78548 -3.37505
C -3.02512 -0.96502 -4.69705
C -4.01317 -1.88115 -5.05751
C -4.64289 -2.63059 -4.09133
C -4.29735 -2.48061 -2.75020
C -3.32417 -1.57534 -2.39090
S -3.03992 -1.66304 -0.57054
O -2.06686 -2.66637 -0.34058
O -4.17817 -2.01523 0.22588
O -2.39985 -0.17127 0.23090
H -0.58848 2.27078 -4.27855
H -2.53862 -0.37899 -5.46714
H -4.28141 -1.99917 -6.09832
H -5.40748 -3.34457 -4.36377
H -4.78880 -3.07909 -1.99422
O -0.76432 4.19797 -0.38238
C -0.97925 3.01178 -0.33363
O -0.12338 2.09034 -0.01406
C -2.44581 2.57627 -0.74156
C -2.93331 1.18378 -0.70858
C -4.23146 0.82919 -1.01218
C -5.11161 1.81743 -1.41961
C -4.67070 3.13251 -1.44114
C -3.40276 3.53891 -1.10372
N -5.64792 4.17480 -1.83909
O -5.26749 5.32489 -1.85646
O -6.77085 3.80895 -2.12612
H -1.88627 0.35711 -0.34864
H -4.56134 -0.20076 -0.93440
H -6.12839 1.57373 -1.68424
H -3.10789 4.57760 -1.10118
O 0.02784 -1.67436 0.03357
```

Properties
Multiplicity: 1
Calculated total energy, a.u.: -5195.3060
Energy above the lowest of the compared OMol25 structures with the same formula, charge and spin, kJ/mol: 1062.4
E_HOMO (spin up / spin down), eV: -7.6 / -7.6
LUMO level (spin up / spin down), Ha: -0.07002 / -0.07123
HOMO-LUMO gap (spin up / spin down), eV: 5.73 / 5.70

***

[2]
A cluster of 2 separate species, C3H9OS in total, computed with ωB97M-V/def2-TZVPD.

```
14
C3H9OS ωB97M-V/def2-TZVPD
C 0.15299 -3.35760 -0.57658
O 0.56015 -2.51354 0.49471
H 0.82481 -4.21725 -0.57135
H -0.86817 -3.73802 -0.41477
H 0.18333 -2.79178 -1.51477
C -0.22074 3.05912 0.46249
C 0.10740 1.57725 0.25427
S -0.83780 0.82985 -1.14386
H -1.23886 3.30335 0.13116
H 0.40981 3.66306 -0.18430
H -0.09810 3.39254 1.50072
H 1.16981 1.51502 0.01016
H -0.15148 0.99211 1.14057
H 0.00684 -1.71411 0.41155
```

Properties
Multiplicity: 1
Calculated total energy, a.u.: -593.1354
Energy above the lowest of the compared OMol25 structures with the same formula, charge and spin, kJ/mol: 98.3
Charge: -1
E_HOMO, eV: -2.4
LUMO level, Ha: 0.14408
HOMO-LUMO gap, eV: 6.34

***

[3]
A cluster of 2 separate species, C3H11N3 in total, computed with ωB97M-V/def2-TZVPD.

```
17
C3H11N3 ωB97M-V/def2-TZVPD
C -1.63725 -0.27345 -2.45894
N -2.74097 -0.84359 -2.27106
C -3.36235 -0.68075 -0.96261
H -1.11751 -0.32091 -3.41671
H -1.06745 0.36742 -1.77123
H -2.76521 -0.28397 -0.13804
H -3.69952 -1.66217 -0.62563
H -4.29539 -0.15910 -1.18093
N 1.87407 1.19625 0.43521
C 2.33736 -0.02333 1.06960
N 2.86921 0.22772 2.42612
H 1.12497 1.54030 0.99284
H 2.63732 1.85249 0.37228
H 1.51017 -0.72052 1.09798
H 3.15994 -0.44710 0.50241
H 2.90380 -0.62279 2.98356
H 2.26882 0.85350 2.94514
```

Properties
Multiplicity: 1
Calculated total energy, a.u.: -285.1147
Energy above the lowest of the compared OMol25 structures with the same formula, charge and spin, kJ/mol: 165.8
E_HOMO, eV: -9.5
SMILES: C=NC.NCN
LUMO level, Ha: 0.03265
HOMO-LUMO gap, eV: 10.37

***

[4]
A cluster of 2 separate species, C5H10IN2 in total, computed with ωB97M-V/def2-TZVPD.

```
18
C5H10IN2 ωB97M-V/def2-TZVPD
C -0.25209 -0.04057 -0.51605
C 0.95445 1.24200 -1.94579
C -0.43425 1.07441 -2.49090
C 0.53554 -1.29303 2.88456
C -0.80305 -1.36780 2.25866
N 0.91167 0.58184 -0.57284
N -1.06962 0.15152 -1.54491
I -2.41635 -0.14212 2.72664
H 1.76835 0.65922 -2.45371
H 1.16727 2.23780 -1.93512
H -1.15687 1.92544 -2.51233
H -0.20110 0.54038 -3.44609
H 0.95907 -0.22862 2.99629
H 0.29805 -1.77829 3.83301
H 1.39492 -1.95133 2.46723
H -1.16139 -2.29627 1.68277
H 1.54825 0.73148 0.27154
H -2.04286 -0.04607 -1.70295
```

Properties
Multiplicity: 3
Calculated total energy, a.u.: -603.2773
Energy above the lowest of the compared OMol25 structures with the same formula, charge and spin, kJ/mol: 81.3
Charge: +1
E_HOMO (spin up / spin down), eV: -10.8 / -12.8
LUMO level (spin up / spin down), Ha: -0.12839 / -0.25325
HOMO-LUMO gap (spin up / spin down), eV: 7.34 / 5.86

***

[5]
The ion C4H10N3O2 with charge +1, computed with ωB97M-V/def2-TZVPD.

```
19
C4H10N3O2 ωB97M-V/def2-TZVPD
H -2.27989 2.12821 -0.57828
N -1.35554 1.99524 -0.45960
C -0.90460 0.84285 -0.46918
N -1.82396 -0.46828 -0.53597
C 0.59560 0.33284 -0.38192
C 0.92742 -1.08965 -0.26697
C 0.78222 -1.49218 1.31929
N 1.50444 1.29388 -0.23554
O 2.68498 1.10721 -0.25610
O 1.16103 2.62593 -0.13966
H -1.22840 -1.33194 -0.35635
H -2.52490 -0.41647 0.30219
H -2.35226 -0.57913 -1.38161
H 2.14020 -1.18459 -0.42194
H 0.45999 -1.76631 -0.94825
H 0.77562 -2.53355 1.29761
H -0.17522 -1.25898 1.81998
H 1.42506 -0.97368 1.94740
H 0.18820 2.76859 -0.25511
```

Properties
Multiplicity: 1
Calculated total energy, a.u.: -472.7171
Energy above the lowest of the compared OMol25 structures with the same formula, charge and spin, kJ/mol: 572.4
Charge: +1
E_HOMO, eV: -13.0
SMILES: [H]/N=C([NH3+])/C(CC)=[N+](/[O-])O
LUMO level, Ha: -0.16361
HOMO-LUMO gap, eV: 8.53